# 1
C18H18N2 | ωB97M-V/def2-TZVPD

**Energy above the lowest of the compared OMol25 structures with the same formula, charge and spin**: 393.6 kJ/mol
**Total charge**: +1
**Spin multiplicity**: 2
**LUMO (spin up / spin down)**: -4.411 / -7.088 eV
**E_tot**: -21927.4466 eV
**HOMO (spin up / spin down)**: -10.4 / -10.4 eV
**Frontier orbital gap (spin up / spin down)**: 5.97 / 3.29 eV

The geometry in XYZ format:
```
38
C18H18N2 | OMol25 | ωB97M-V/def2-TZVPD
C 4.169 2.376 -0.632
C 1.880 1.238 -1.094
C 2.880 1.722 -0.282
C 0.821 1.865 0.812
C 2.160 2.294 0.909
C -0.145 2.323 1.712
C 2.582 3.249 1.840
C 0.155 3.283 2.570
C 1.516 3.745 2.563
N 0.604 1.355 -0.500
H 1.809 0.835 -2.038
H -0.109 0.633 -0.459
H 4.795 1.774 -1.207
H 4.649 2.480 0.337
H -1.031 1.877 1.542
H 3.524 3.665 1.934
H -0.517 3.702 3.321
H 1.701 4.477 3.324
H 4.073 3.366 -1.188
C -3.143 -2.747 1.914
C -1.616 -1.603 -1.461
C -1.549 -2.571 -0.245
C -2.571 -2.109 0.588
C -3.094 -0.868 0.054
C -0.829 -1.934 -2.613
C -0.241 -3.169 -2.733
C -0.770 -3.798 -0.493
C -0.078 -4.085 -1.680
N -2.643 -0.689 -1.340
H -2.830 0.133 -1.747
H -0.849 -1.186 -3.456
H -3.523 -0.196 0.637
H 0.192 -3.391 -3.707
H -0.601 -4.511 0.393
H -3.595 -1.858 2.521
H -2.473 -3.399 2.383
H 0.371 -5.053 -1.818
H -4.084 -3.263 1.723
```

---

# 2
C5H18NO6 | ωB97M-V/def2-TZVPD

**Energy above the lowest of the compared OMol25 structures with the same formula, charge and spin**: 243.4 kJ/mol
**Total charge**: +1
**LUMO**: -2.754 eV
**E_tot**: -19245.0445 eV
**HOMO**: -14.3 eV
**Frontier orbital gap**: 11.56 eV

The geometry in XYZ format:
```
30
C5H18NO6 | OMol25 | ωB97M-V/def2-TZVPD
O 1.174 2.640 0.499
C 1.895 1.491 0.366
C 1.383 0.852 -0.849
N 1.501 -0.734 -0.742
C 0.769 -1.360 -1.843
C -0.559 -0.514 -1.922
C -0.043 0.879 -1.493
O 2.612 0.970 1.086
H 1.219 3.282 1.209
H 2.170 1.002 -1.649
H 2.527 -1.094 -0.547
H 0.924 -0.971 0.234
H 1.359 -1.306 -2.753
H 0.430 -2.330 -1.749
H -0.962 -0.521 -3.000
H -1.352 -0.872 -1.190
H -0.658 1.366 -0.708
H -0.183 1.632 -2.363
H -2.298 -2.433 1.087
H -1.270 -3.326 0.492
O -1.528 -2.909 1.236
H -2.618 2.034 1.466
H -1.227 1.221 1.400
O -2.027 1.474 0.936
H 0.405 -0.876 2.466
H -0.510 -1.832 1.434
O -0.073 -0.868 1.560
H -3.832 -0.830 -0.163
H -2.712 0.060 0.381
O -2.982 -0.952 0.133
```

---

# 3
C34H28N2O2PSr | ωB97M-V/def2-TZVPD

**Total charge**: -1
**LUMO**: 2.700 eV
**E_tot**: -52914.2799 eV
**HOMO**: -3.9 eV
**Frontier orbital gap**: 6.64 eV

The geometry in XYZ format:
```
68
C34H28N2O2PSr | OMol25 | ωB97M-V/def2-TZVPD
Sr -0.062 -0.254 -0.155
C -4.207 1.072 -0.931
C -2.700 1.241 -0.745
O -1.993 0.197 -0.872
C -2.246 2.514 -0.470
C -0.899 2.911 -0.287
C -0.612 4.387 -0.122
N 0.048 2.027 -0.257
N 1.350 2.430 -0.112
C 2.193 1.458 -0.352
O 1.914 0.278 -0.752
C 3.628 1.782 -0.151
C 4.534 0.726 -0.073
C 5.887 0.966 0.058
C 6.355 2.269 0.109
C 5.460 3.327 0.046
C 4.104 3.087 -0.077
H -4.441 0.009 -0.909
H -4.519 1.486 -1.888
H -4.750 1.578 -0.136
H -2.993 3.296 -0.419
H -1.537 4.959 -0.052
H -0.030 4.751 -0.968
H -0.016 4.545 0.775
H 4.144 -0.280 -0.125
H 6.582 0.136 0.109
H 7.416 2.462 0.190
H 5.830 4.344 0.080
H 3.396 3.900 -0.127
C 0.371 0.602 7.357
C 1.469 0.241 6.594
C 1.298 -0.131 5.273
C 0.035 -0.146 4.691
C -1.061 0.227 5.466
C -0.892 0.599 6.787
P -0.057 -0.638 2.905
C -1.650 0.204 2.613
C -2.880 -0.432 2.503
C -4.040 0.324 2.458
C -3.979 1.707 2.495
C -2.749 2.344 2.549
C -1.592 1.595 2.617
C -0.515 -2.395 3.093
C -0.780 -2.940 4.329
C -1.003 -4.314 4.475
C -0.941 -5.135 3.385
C -0.651 -4.618 2.105
C -0.554 -5.461 0.981
C -0.252 -4.926 -0.239
C -0.040 -3.545 -0.384
C -0.132 -2.642 0.662
C -0.439 -3.216 1.931
H 0.496 0.885 8.392
H 2.458 0.258 7.029
H 2.149 -0.421 4.670
H -2.056 0.214 5.044
H -1.753 0.890 7.374
H -2.932 -1.512 2.460
H -5.003 -0.164 2.402
H -4.890 2.291 2.465
H -2.692 3.422 2.544
H -0.625 2.083 2.680
H -0.815 -2.318 5.214
H -1.207 -4.715 5.460
H -1.106 -6.201 3.492
H -0.715 -6.525 1.103
H -0.170 -5.570 -1.108
H 0.218 -3.186 -1.375
```

---

# 4
C2H8NO | ωB97M-V/def2-TZVPD

**Energy above the lowest of the compared OMol25 structures with the same formula, charge and spin**: 147.6 kJ/mol
**Total charge**: +1
**LUMO**: -3.879 eV
**E_tot**: -5733.3547 eV
**HOMO**: -14.0 eV
**Frontier orbital gap**: 10.15 eV

The geometry in XYZ format:
```
12
C2H8NO | OMol25 | ωB97M-V/def2-TZVPD
N -1.213 0.785 1.560
H -0.859 0.561 0.616
H -0.804 1.700 1.754
H -2.231 0.867 1.574
H -0.945 -0.019 2.130
C -0.001 -0.905 -1.622
C 0.577 -0.764 -0.413
O 0.969 0.520 -0.041
H -0.302 -1.935 -1.803
H -0.053 -0.205 -2.443
H 0.744 -1.699 0.105
H 1.706 0.898 -0.570
```

---

# 5
C5H30NO13 | ωB97M-V/def2-TZVPD

**Energy above the lowest of the compared OMol25 structures with the same formula, charge and spin**: 103.9 kJ/mol
**Total charge**: -1
**LUMO**: 2.623 eV
**E_tot**: -33782.4646 eV
**HOMO**: -6.2 eV
**Frontier orbital gap**: 8.80 eV

The geometry in XYZ format:
```
49
C5H30NO13 | OMol25 | ωB97M-V/def2-TZVPD
C -0.564 0.120 0.401
C -0.780 -1.158 -0.412
C -1.468 -2.208 0.431
C -1.550 -3.488 0.097
N 0.796 0.368 0.834
C 1.772 0.814 -0.103
O 1.535 0.723 -1.322
O 2.817 1.233 0.494
H -0.900 0.975 -0.212
H -1.235 0.272 1.251
H 0.141 -1.360 -0.955
H -1.517 -0.963 -1.204
H -1.854 -1.852 1.379
H -1.992 -4.267 0.712
H -1.247 -3.949 -0.837
H 1.088 -0.064 1.688
H 2.277 -3.696 -0.920
H 1.033 -3.415 -0.169
O 1.323 -3.658 -1.064
H 0.777 4.426 0.606
H 1.034 2.843 0.404
O 0.396 3.578 0.338
H 0.541 -2.867 2.471
H 1.966 -2.244 2.284
O 1.386 -2.969 1.994
H -3.249 1.989 -2.289
H -3.585 2.916 -1.061
O -3.896 2.149 -1.567
H -1.318 2.298 -3.315
H -1.624 1.366 -4.298
O -2.157 1.847 -3.651
H 0.405 1.954 -1.792
H -0.558 3.064 -1.383
O -0.127 2.688 -2.162
H -3.861 0.793 -0.168
H -4.099 -0.802 0.036
O -3.980 0.044 0.423
H 2.794 1.537 2.485
H 3.507 0.369 3.163
O 3.428 1.330 3.188
H 2.964 -0.662 0.897
H 4.388 -0.912 1.204
O 3.528 -1.369 1.300
H 3.084 -0.915 -2.226
H 4.210 -0.910 -1.231
O 4.020 -1.123 -2.141
H -3.149 2.297 1.578
H -3.392 0.969 2.375
O -3.106 1.888 2.446
```

---

# 6
C5H10N2 | ωB97M-V/def2-TZVPD

**Energy above the lowest of the compared OMol25 structures with the same formula, charge and spin**: 403.3 kJ/mol
**Total charge**: 0
**LUMO**: 1.062 eV
**E_tot**: -8323.1535 eV
**HOMO**: -8.7 eV
**SMILES**: C[C@H]1N[C@H]1[C@H]1CN1
**Frontier orbital gap**: 9.77 eV

The geometry in XYZ format:
```
17
C5H10N2 | OMol25 | ωB97M-V/def2-TZVPD
C -2.077 -0.151 -0.050
C -1.171 -0.381 -1.252
N -0.220 0.664 -1.670
C 0.328 -0.477 -1.022
C 1.092 -0.591 0.216
C 1.990 0.433 0.750
N 0.973 0.364 1.747
H -2.756 0.699 -0.210
H -1.476 0.044 0.845
H -2.700 -1.030 0.149
H -1.650 -0.879 -2.102
H -0.201 1.510 -1.106
H 1.317 -1.004 -1.415
H 1.172 -1.652 0.457
H 2.955 0.069 1.071
H 2.056 1.345 0.156
H 0.349 1.175 1.640
```

---

# 7
C4H13N3 | ωB97M-V/def2-TZVPD

**Energy above the lowest of the compared OMol25 structures with the same formula, charge and spin**: 89.0 kJ/mol
**Total charge**: 0
**LUMO**: 1.011 eV
**E_tot**: -8828.4906 eV
**HOMO**: -9.1 eV
**SMILES**: NCC[C@H](N)CN
**Frontier orbital gap**: 10.16 eV

The geometry in XYZ format:
```
20
C4H13N3 | OMol25 | ωB97M-V/def2-TZVPD
N 0.830 -0.542 1.398
C 0.403 -0.272 0.002
C -0.483 0.985 -0.207
C -1.825 0.890 0.538
N -2.638 -0.145 -0.142
C 1.619 -0.293 -0.884
N 2.256 -1.652 -0.844
H 1.350 0.311 1.664
H 0.036 -0.343 2.013
H -0.278 -1.093 -0.215
H -0.680 1.181 -1.266
H 0.141 1.832 0.114
H -1.721 0.418 1.522
H -2.081 1.954 0.672
H -2.963 0.128 -1.057
H -3.337 -0.412 0.535
H 1.389 -0.114 -1.946
H 2.379 0.454 -0.586
H 2.536 -1.742 0.128
H 3.067 -1.545 -1.437
```

---

# 8
C10H13ClN2Si | ωB97M-V/def2-TZVPD

**Energy above the lowest of the compared OMol25 structures with the same formula, charge and spin**: 206.3 kJ/mol
**Total charge**: 0
**LUMO (spin up / spin down)**: -0.919 / -0.923 eV
**E_tot**: -33958.0357 eV
**HOMO (spin up / spin down)**: -7.1 / -7.1 eV
**Frontier orbital gap (spin up / spin down)**: 6.22 / 6.21 eV

The geometry in XYZ format:
```
27
C10H13ClN2Si | OMol25 | ωB97M-V/def2-TZVPD
C 2.762 -3.343 -1.146
C 1.385 -3.224 -1.236
C 3.504 -2.373 -0.545
C 0.798 -2.000 -0.992
C 2.969 -1.126 -0.184
C 1.542 -0.851 -0.417
C 4.228 0.564 1.046
C -1.824 0.006 0.772
C -0.963 1.540 -1.888
C -0.255 2.748 0.987
N 3.775 -0.223 0.312
N 1.121 0.320 -0.075
Si -0.477 1.041 -0.074
Cl 4.923 1.988 1.379
H 3.115 -4.375 -1.393
H 0.942 -4.092 -1.669
H 4.518 -2.491 -0.166
H -0.286 -1.693 -1.118
H -2.654 -0.228 0.123
H -1.353 -0.963 0.939
H -2.221 0.539 1.579
H -0.113 2.145 -2.281
H -0.948 0.638 -2.488
H -1.802 2.189 -2.080
H -0.334 3.738 0.371
H -1.258 2.741 1.618
H 0.558 2.668 1.652
```

---

# 9
C29H28NO | ωB97M-V/def2-TZVPD

**Energy above the lowest of the compared OMol25 structures with the same formula, charge and spin**: 102.5 kJ/mol
**Total charge**: +1
**LUMO**: -5.886 eV
**E_tot**: -34057.1735 eV
**HOMO**: -10.9 eV
**Frontier orbital gap**: 5.05 eV

The geometry in XYZ format:
```
59
C29H28NO | OMol25 | ωB97M-V/def2-TZVPD
C 5.429 -1.457 4.405
C 4.642 -2.132 3.492
C 3.865 -1.429 2.601
C 3.846 -0.032 2.617
O 2.984 0.718 1.768
C 1.611 0.779 2.115
C 1.101 1.853 2.868
C -0.192 1.861 3.303
C -1.080 0.802 2.989
C -2.386 0.860 3.514
C -3.477 -0.048 3.418
C -4.725 0.387 3.905
C -5.837 -0.412 3.821
C -5.752 -1.669 3.253
C -4.537 -2.138 2.795
C -3.415 -1.354 2.890
C -0.575 -0.232 2.162
C 0.725 -0.247 1.749
C 4.667 0.629 3.532
C 5.438 -0.076 4.425
H 6.012 -2.009 5.123
H 4.625 -3.210 3.492
H 3.251 -1.948 1.888
H 1.763 2.659 3.126
H -0.560 2.673 3.909
H -2.609 1.758 4.069
H -4.793 1.364 4.351
H -6.777 -0.057 4.205
H -6.627 -2.293 3.183
H -4.459 -3.127 2.374
H -2.478 -1.798 2.628
H -1.220 -1.006 1.805
H 1.087 -1.059 1.145
H 4.658 1.703 3.547
H 6.035 0.446 5.155
C -0.003 2.089 -3.063
C 0.552 2.347 -1.828
C -0.256 2.750 -0.787
C -1.622 2.899 -0.962
C -2.463 3.366 0.194
C -2.687 4.897 0.228
C -4.115 5.096 0.789
C -4.648 3.679 1.060
N -3.821 2.759 0.255
C -2.165 2.644 -2.210
C -1.361 2.238 -3.257
H 0.629 1.772 -3.876
H 1.613 2.232 -1.670
H 0.170 2.943 0.181
H -1.947 3.067 1.119
H -1.927 5.391 0.843
H -2.593 5.304 -0.785
H -4.114 5.707 1.700
H -4.754 5.615 0.063
H -4.539 3.425 2.122
H -5.709 3.566 0.810
H -3.788 1.814 0.644
H -3.224 2.759 -2.354
H -1.791 2.033 -4.225
```

---

# 10
C6H9NO | ωB97M-V/def2-TZVPD

**Energy above the lowest of the compared OMol25 structures with the same formula, charge and spin**: 499.4 kJ/mol
**Total charge**: 0
**LUMO**: 0.787 eV
**E_tot**: -9900.4282 eV
**HOMO**: -8.8 eV
**Frontier orbital gap**: 9.62 eV

The geometry in XYZ format:
```
17
C6H9NO | OMol25 | ωB97M-V/def2-TZVPD
C -1.209 0.248 0.170
C 1.507 0.294 -0.371
C 0.961 0.768 0.934
C 0.780 1.515 -0.897
C -2.612 -0.272 0.414
C 1.399 -1.155 -0.858
N -0.388 0.285 1.113
O 0.890 2.039 0.329
H -1.010 0.780 -0.824
H 2.603 0.695 -0.488
H 1.606 0.753 1.865
H -2.775 -0.782 1.419
H -3.356 0.499 0.516
H -2.814 -0.987 -0.335
H 2.430 -1.378 -1.142
H 0.827 -1.354 -1.731
H 1.161 -1.948 -0.116
```

---

# 11
C60H48CoI2N2P3SSi | ωB97M-V/def2-TZVPD

**Energy above the lowest of the compared OMol25 structures with the same formula, charge and spin**: 0.0 kJ/mol
**Total charge**: +2
**Spin multiplicity**: 5
**LUMO (spin up / spin down)**: -6.151 / -8.834 eV
**E_tot**: -166371.8333 eV
**HOMO (spin up / spin down)**: -11.7 / -12.4 eV
**Frontier orbital gap (spin up / spin down)**: 5.54 / 3.54 eV

The geometry in XYZ format:
```
118
C60H48CoI2N2P3SSi | OMol25 | ωB97M-V/def2-TZVPD
Co 0.022 0.407 0.078
C -4.543 4.938 0.794
C -3.221 4.982 0.391
C -2.459 3.827 0.396
C -3.012 2.617 0.792
C -4.342 2.585 1.223
C -5.100 3.739 1.209
P -2.036 1.085 1.034
C -2.309 0.960 2.834
C -3.064 -0.045 3.425
C -3.244 -0.050 4.796
C -2.670 0.935 5.580
C -1.925 1.945 4.993
C -1.747 1.961 3.623
C -3.001 -0.308 0.353
C -4.219 -0.234 -0.310
C -4.836 -1.402 -0.738
C -4.240 -2.634 -0.524
C -2.990 -2.704 0.072
C -2.362 -1.548 0.508
Si -0.557 -1.542 1.137
C -0.101 -1.217 2.949
C -0.627 -1.985 3.978
C -0.332 -1.681 5.296
C 0.486 -0.602 5.590
C 1.030 0.160 4.569
C 0.748 -0.148 3.246
P 1.474 0.758 1.835
C 3.152 0.071 1.790
C 4.165 0.859 1.244
C 5.468 0.401 1.239
C 5.765 -0.849 1.761
C 4.754 -1.651 2.267
C 3.446 -1.201 2.274
C 1.743 2.446 2.446
C 2.687 2.735 3.429
C 2.754 4.013 3.953
C 1.912 5.009 3.482
C 1.010 4.739 2.465
C 0.927 3.458 1.952
C 0.278 -3.029 0.319
C 0.122 -4.322 0.796
C 0.602 -5.397 0.066
C 1.241 -5.174 -1.145
C 1.427 -3.884 -1.618
C 0.942 -2.802 -0.888
P 1.143 -1.052 -1.343
C 0.504 -1.039 -3.129
C -1.019 -1.185 -2.974
C -1.714 -1.784 -4.204
C -0.920 -2.732 -5.016
C 0.442 -2.835 -4.864
C 1.161 -2.068 -3.970
C 2.937 -0.826 -1.518
C 3.866 -1.844 -1.313
C 5.208 -1.607 -1.554
C 5.633 -0.367 -2.005
C 4.722 0.666 -2.152
C 3.386 0.444 -1.880
H -5.137 5.837 0.805
H -2.781 5.912 0.070
H -1.423 3.897 0.091
H -4.777 1.663 1.581
H -6.125 3.702 1.544
H -3.521 -0.813 2.817
H -3.838 -0.827 5.250
H -2.806 0.917 6.649
H -1.484 2.721 5.599
H -1.184 2.761 3.162
H -4.692 0.719 -0.494
H -5.784 -1.345 -1.249
H -4.724 -3.538 -0.858
H -2.490 -3.656 0.176
H -1.284 -2.810 3.749
H -0.756 -2.276 6.089
H 0.696 -0.347 6.617
H 1.658 1.002 4.810
H 3.927 1.839 0.852
H 6.255 1.025 0.841
H 6.787 -1.196 1.780
H 4.987 -2.623 2.673
H 2.661 -1.821 2.684
H 3.372 1.970 3.768
H 3.467 4.228 4.735
H 1.972 6.002 3.900
H 0.371 5.520 2.080
H 0.234 3.228 1.149
H -0.377 -4.489 1.740
H 0.463 -6.406 0.429
H 1.610 -6.008 -1.723
H 1.932 -3.730 -2.560
H -1.311 -1.606 -2.005
H -2.684 -2.214 -3.948
H -1.435 -3.306 -5.768
H 0.988 -3.535 -5.478
H 2.241 -2.077 -3.986
H 3.549 -2.818 -0.970
H 5.923 -2.402 -1.406
H 6.674 -0.204 -2.236
H 5.044 1.643 -2.480
H 2.687 1.270 -1.933
I -0.108 2.230 -1.701
I -2.304 3.859 -3.232
N -2.300 0.369 -7.634
C -1.130 -0.076 -7.187
S -0.016 -0.742 -8.224
C -0.830 -0.012 -5.755
C 0.411 0.216 -5.315
C 0.646 0.355 -3.835
N -0.466 1.151 -3.372
C -1.553 0.215 -3.340
C -1.900 -0.323 -4.756
H -2.499 0.320 -8.623
H -2.930 0.906 -7.061
H 1.234 0.396 -5.988
H 1.603 0.843 -3.654
H -2.417 0.585 -2.789
H -2.901 -0.092 -5.110
```

---

Question: Among the records above, which one has the highest E_tot?
Answer: C2H8NO